A | {
  "formula": "H9O4S",
  "method": "ωB97M-V with the def2-TZVPD basis set",
  "elements": ["S", "H", "H", "H", "O", "H", "H", "O", "H", "H", "O", "H", "H", "O"],
  "coordinates": [[1.420, 0.984, -0.321], [0.825, 2.148, -0.479], [-0.209, -0.138, -1.434], [-0.278, -1.028, -2.662], [-0.844, -0.481, -2.108], [0.316, 0.553, 2.018], [-1.165, 0.404, 2.277], [-0.313, 0.140, 2.638], [-1.840, 1.471, 0.341], [-2.193, 1.150, -1.037], [-2.628, 1.254, -0.176], [0.391, -2.269, 0.495], [1.825, -2.142, 0.211], [1.163, -2.831, 0.345]],
  "molar_mass_da": 105.1,
  "e_homo_ev": -4.08,
  "total_charge": -1
}


B | {
  "formula": "H9O4S",
  "method": "ωB97M-V with the def2-TZVPD basis set",
  "elements": ["S", "H", "H", "H", "O", "H", "H", "O", "H", "H", "O", "H", "H", "O"],
  "coordinates": [[-2.267, 0.505, -0.219], [-2.553, 1.358, 0.775], [-0.253, 1.319, -0.843], [1.133, 1.243, -0.239], [0.680, 1.522, -1.052], [-0.888, -1.102, 1.022], [0.167, -1.721, 0.019], [-0.027, -1.553, 0.952], [-0.760, -0.960, -1.671], [0.585, -0.418, -1.909], [0.101, -1.261, -2.002], [1.123, -0.300, 1.344], [1.208, 0.962, 2.195], [1.751, 0.407, 1.627]],
  "molar_mass_da": 105.1,
  "e_homo_ev": -4.02,
  "total_charge": -1
}


Least stable of them? A.